[1]
15
Properties=species:S:1:pos:R:3:forces:R:3 method="wB97M-V/def2-TZVPD" e_tot_ha=-532.7237 charge=+1 orbital_gap_ev="9.3182 / 9.3177" de_lowest_kj_mol=311.1
C -0.5550 -1.7604 0.3639 0.8 -0.9 1.8
C -0.6809 1.4043 0.8533 0.2 0.3 -1.6
N -0.6270 0.1212 -1.6416 0.7 -3.3 2.3
N 2.3451 0.4087 -0.2674 -3.2 -4.9 -0.3
P -0.0547 -0.0556 -0.1015 3.0 1.4 0.0
H -0.1732 -2.5669 -0.3550 -1.0 1.4 0.7
H -1.6300 -1.5545 0.4543 -0.1 -0.8 -0.7
H -0.3270 -2.1815 1.4534 0.2 1.5 -2.2
H -0.9548 1.3359 1.8913 -0.2 -0.8 0.4
H -1.6224 1.7576 0.2505 2.1 -0.1 1.1
H 0.2779 2.0239 0.8908 -1.8 -0.1 -0.6
H -0.7320 0.8699 -2.2266 -0.2 2.9 -1.1
H -0.2730 -0.6503 -2.1820 -0.1 -0.4 -0.5
H 2.6944 -0.3832 0.3773 -0.5 1.7 -1.0
H 2.3126 1.2310 0.2392 0.1 2.2 1.7



[2]
130
Properties=species:S:1:pos:R:3:forces:R:3 method="wB97M-V/def2-TZVPD" e_tot_ha=-3070.8409 orbital_gap_ev=9.6288 de_lowest_kj_mol=659.9 smiles="CCOC(C)=O.CCOC(C)=O.CCOC(C)=O.CCOC(C)=O.CCOC(C)=O.O=C1CCCO1.O=C1CCCO1.O=C1CCCO1.O=C1CCCO1.O=C1CCCO1"
C 14.1784 -27.7242 4.6894 1.1 -1.0 0.7
C 15.5374 -28.2242 5.4114 -0.6 -0.8 -1.7
O 15.9316 -27.4047 6.4472 0.6 2.5 1.6
C 17.0837 -27.5419 7.1319 1.6 -4.2 0.9
C 17.2200 -26.6259 8.2983 -0.3 2.1 -0.5
O 17.8662 -28.5166 7.0341 -2.1 2.5 -0.9
H 14.3768 -27.1086 3.8121 0.3 -0.1 0.1
H 13.4278 -27.1838 5.2662 0.6 0.1 0.7
H 13.6376 -28.6195 4.3828 0.2 -0.1 -0.3
H 15.5673 -29.2405 5.8042 -1.0 -0.2 0.0
H 16.3474 -28.2915 4.6852 -0.1 0.4 -0.4
H 17.2000 -25.5983 7.9353 -0.2 0.3 -0.3
H 18.1679 -26.6416 8.8362 -0.3 -0.9 0.0
H 16.3234 -26.6477 8.9179 0.2 -0.4 0.2
C 12.0885 -30.5725 -12.7036 3.8 0.1 -2.3
C 10.8193 -31.0277 -12.2315 -0.9 -1.4 0.0
O 10.3525 -30.0436 -11.3356 0.3 -0.4 1.1
C 9.3141 -29.2432 -11.5696 1.3 0.2 2.2
C 9.1539 -28.2864 -10.3908 -0.2 -0.1 -0.1
O 8.5918 -29.3665 -12.4832 -1.7 0.2 -2.1
H 12.1250 -29.8532 -13.5217 -0.5 0.7 0.5
H 12.6314 -31.3651 -13.2186 -0.2 -0.7 0.0
H 12.8222 -30.3400 -11.9318 -0.4 0.5 0.3
H 10.1673 -31.3576 -13.0403 -0.5 0.8 0.1
H 11.0440 -31.9661 -11.7246 -0.5 0.1 0.9
H 9.1678 -27.2353 -10.6791 -0.3 -0.2 -0.3
H 9.8915 -28.3972 -9.5960 0.1 -0.3 -0.3
H 8.1784 -28.5682 -9.9944 -0.1 0.4 0.2
C 10.0883 -27.7965 -1.2483 -0.3 -0.7 -0.2
C 9.8628 -29.2901 -1.4157 0.5 0.0 1.7
O 9.7368 -29.5711 -2.7724 -0.5 0.0 -1.1
C 8.6747 -30.2912 -3.1815 1.7 -0.9 -2.0
C 8.7255 -30.4498 -4.7291 0.0 0.0 0.6
O 7.9304 -30.8706 -2.4593 -0.9 0.0 0.5
H 10.0233 -27.5699 -0.1841 0.3 0.3 -0.1
H 9.3237 -27.2442 -1.7947 -0.1 0.1 0.1
H 11.0550 -27.5840 -1.7049 0.0 0.4 0.4
H 10.7220 -29.8431 -1.0362 0.4 0.1 -0.1
H 9.0649 -29.7090 -0.8026 -0.5 0.3 -0.4
H 9.7177 -30.3308 -5.1646 0.1 0.4 0.5
H 8.0721 -29.7019 -5.1782 -0.1 -0.2 -0.1
H 8.4514 -31.4663 -5.0113 -0.6 0.2 0.2
C 7.5707 -36.1273 -0.9901 -0.5 1.2 -1.1
C 6.0305 -36.3352 -1.3139 3.0 -0.3 2.6
O 5.8885 -37.7972 -1.3998 -1.1 1.6 -0.9
C 5.2504 -38.3718 -2.4302 -0.8 1.1 -3.0
C 5.1091 -39.8361 -2.1920 0.6 0.6 0.6
O 4.8940 -37.8552 -3.5106 1.0 -0.4 3.2
H 8.1747 -36.1091 -1.8972 0.1 -0.4 0.0
H 8.0415 -36.7370 -0.2189 -0.6 -0.7 -0.3
H 7.7060 -35.1318 -0.5675 -0.3 0.3 -0.1
H 5.6614 -36.0313 -0.3343 -1.0 -0.5 -0.1
H 5.6274 -35.6221 -2.0329 0.0 -1.0 -0.6
H 4.0591 -40.0841 -2.0368 0.2 -0.2 -0.3
H 5.6795 -39.9836 -1.2750 -0.1 -0.8 -0.1
H 5.5787 -40.2797 -3.0700 -0.4 -0.5 0.2
C 2.7477 -34.5501 -14.4893 -1.2 0.5 0.7
C 3.7978 -35.4404 -13.8430 -0.6 0.7 -1.6
O 3.7468 -35.5084 -12.4194 0.0 -0.5 0.5
C 4.4019 -34.6124 -11.6622 1.5 1.9 -2.3
C 4.4679 -34.8191 -10.2057 -1.3 -0.1 0.6
O 5.0105 -33.6694 -12.1607 -0.9 -1.1 0.3
H 1.7130 -34.8454 -14.3154 0.0 -0.7 -0.1
H 2.9064 -34.5228 -15.5673 0.1 0.1 0.1
H 2.7048 -33.5377 -14.0878 0.8 0.2 -0.1
H 3.6252 -36.4381 -14.2466 0.2 -0.2 0.6
H 4.6934 -35.0562 -14.3313 0.8 -0.2 1.1
H 5.3130 -35.4750 -9.9965 0.0 0.3 0.3
H 3.5430 -35.2199 -9.7910 0.1 -0.5 -0.2
H 4.5086 -33.8156 -9.7820 0.7 -0.2 0.1
O 9.9403 -32.3398 3.6430 0.0 0.0 -0.4
C 10.5822 -32.9418 4.4525 -0.8 0.8 -0.7
C 10.0714 -33.5334 5.7411 -1.6 -0.3 -1.0
C 11.2411 -33.4414 6.6284 -0.1 -0.2 1.1
C 12.3289 -33.6233 5.6367 2.4 -0.1 -0.8
O 11.9110 -33.1641 4.3208 -0.9 0.0 1.2
H 9.1038 -33.1421 6.0553 0.3 0.5 0.0
H 9.8134 -34.5529 5.4544 0.3 -0.4 0.2
H 11.3031 -32.4654 7.1098 0.0 0.0 0.1
H 11.2643 -34.2384 7.3716 0.1 0.2 0.2
H 13.1962 -33.0025 5.8617 0.2 -0.4 0.1
H 12.6116 -34.6710 5.5342 0.1 0.0 0.0
O 12.6200 -36.0415 -3.6107 -0.7 -0.7 -2.4
C 12.7660 -35.8777 -4.8256 -2.4 1.8 3.8
C 11.7432 -35.5242 -5.9272 0.2 -1.6 -0.9
C 12.6790 -35.5255 -7.1829 -1.1 0.1 1.2
C 13.9828 -35.0555 -6.5518 -0.5 0.0 -0.8
O 13.9479 -35.5592 -5.2244 2.9 -0.5 -1.2
H 11.0120 -36.3221 -6.0574 -0.1 0.1 0.3
H 11.1761 -34.6149 -5.7283 0.4 0.1 0.2
H 12.7509 -36.5783 -7.4560 0.3 0.1 -0.3
H 12.2854 -34.9678 -8.0328 0.3 0.1 0.1
H 14.8090 -35.4737 -7.1269 0.4 0.4 0.5
H 14.0183 -33.9766 -6.4008 0.3 0.1 -0.6
O 2.1218 -28.7182 3.1610 -0.3 0.3 -0.6
C 3.1076 -28.4855 2.5301 1.2 -0.2 1.4
C 4.1891 -27.4003 2.8834 -0.7 -1.0 -0.1
C 5.4183 -27.9319 2.1907 1.3 0.1 -1.3
C 4.9697 -29.1284 1.2789 -0.2 2.0 0.6
O 3.5488 -29.3078 1.5411 0.9 0.0 -0.1
H 3.8260 -26.4479 2.4973 0.2 0.0 -0.1
H 4.2867 -27.2978 3.9641 -0.2 -0.2 -0.1
H 5.9182 -27.1727 1.5891 -0.5 0.2 -0.4
H 6.3175 -28.2665 2.7080 -0.6 -0.1 1.2
H 5.1193 -28.7938 0.2524 -0.2 -0.7 -0.1
H 5.6009 -29.9693 1.5664 -0.7 -0.4 -0.4
O 11.5322 -22.5197 2.2641 -5.4 1.1 -1.1
C 10.2881 -22.3486 2.0557 3.4 -0.8 -0.1
C 9.1238 -22.9303 2.8120 -0.2 0.5 0.2
C 7.8889 -22.0881 2.3600 0.9 -0.1 -0.2
C 8.3261 -21.6785 0.9526 -1.2 -0.8 0.3
O 9.7500 -21.6834 0.9866 1.1 0.7 -0.5
H 9.0025 -23.9388 2.4165 0.1 -0.2 0.2
H 9.4263 -22.9650 3.8586 -0.6 -0.1 0.0
H 6.9686 -22.6667 2.2806 0.0 0.2 0.5
H 7.7634 -21.1488 2.8987 -0.1 -0.4 0.5
H 7.8861 -22.3455 0.2112 0.9 -0.8 -0.2
H 7.8029 -20.7789 0.6284 1.1 0.9 0.3
O 17.9384 -34.1752 -1.1590 -1.0 0.5 -0.7
C 16.9167 -33.5144 -1.1752 2.8 -1.9 3.4
C 15.9337 -33.4896 -0.0025 -0.1 0.2 -0.9
C 15.0016 -32.3715 -0.4201 -1.2 -0.6 0.8
C 15.3499 -32.1080 -1.8478 -1.2 1.5 -0.7
O 16.6131 -32.6376 -2.0700 0.8 0.6 -2.0
H 15.4399 -34.4594 -0.0638 -0.1 0.0 0.5
H 16.3815 -33.2983 0.9727 0.3 -0.5 -0.3
H 13.9870 -32.7579 -0.3232 -0.2 0.6 0.1
H 15.1286 -31.4414 0.1338 -0.1 -0.3 0.3
H 14.6785 -32.5219 -2.6002 -0.2 0.0 0.1
H 15.4028 -31.0253 -1.9617 0.1 0.0 -0.6